Entry from the Open Molecules 2025 dataset: one molecule with the formula C24H32N2O3 (wB97M-V/def2-TZVPD).

The calculation puts the LUMO energy at 0.53 eV. The value obtained for the energy above the lowest of the compared OMol25 structures with the same formula, charge and spin is 0.00 kJ/mol. The SMILES is CC1=C(C(=O)N2CCN(c3cc(C)ccc3C)CC2)[C@]2(CC[C@H](C)CC2)OC1=O. The HOMO energy comes out at -8.03 eV. Its net charge is 0. The total energy comes out at -1269.01692 Eh. For the HOMO-LUMO gap, the calculation gives 8.56 eV.

Structure (XYZ):
```
61
Properties=species:S:1:pos:R:3:nbo_charge:R:1
C -2.286 0.669 3.235 -0.647
C -0.815 0.844 3.145 -0.089
C 0.111 0.156 2.466 -0.049
C -0.048 -1.057 1.620 0.649
O 0.476 -2.115 1.932 -0.619
N -0.823 -0.926 0.522 -0.429
C -1.284 0.313 -0.055 -0.229
H -2.371 0.252 -0.175 0.194
C -0.599 0.528 -1.422 -0.224
N -0.705 -0.597 -2.318 -0.476
C -1.762 -0.667 -3.243 0.239
C -2.972 -0.005 -3.039 -0.283
C -4.002 -0.053 -3.965 0.001
C -3.819 -0.793 -5.124 -0.225
C -2.613 -1.426 -5.354 -0.189
C -1.568 -1.365 -4.445 -0.062
C -0.252 -1.993 -4.800 -0.638
H 0.562 -1.496 -4.279 0.226
H -0.086 -1.911 -5.873 0.220
H -0.233 -3.053 -4.547 0.213
H -2.466 -1.968 -6.278 0.207
H -4.612 -0.857 -5.854 0.207
C -5.300 0.651 -3.702 -0.628
H -5.169 1.461 -2.988 0.212
H -6.029 -0.049 -3.293 0.220
H -5.709 1.058 -4.624 0.218
H -3.127 0.570 -2.138 0.198
C -0.269 -1.822 -1.681 -0.215
H 0.805 -1.745 -1.473 0.197
C -1.013 -2.060 -0.360 -0.248
H -2.085 -2.178 -0.555 0.198
H -0.629 -2.947 0.145 0.251
H -0.443 -2.667 -2.343 0.218
H 0.471 0.693 -1.237 0.197
H -1.003 1.417 -1.908 0.219
H -1.048 1.148 0.604 0.227
C 1.477 0.715 2.776 0.264
C 2.211 1.166 1.506 -0.422
C 3.586 1.733 1.842 -0.389
C 4.436 0.704 2.587 -0.216
C 5.818 1.268 2.901 -0.596
H 6.422 0.529 3.423 0.208
H 5.733 2.149 3.533 0.204
H 6.334 1.550 1.987 0.206
C 3.708 0.296 3.867 -0.400
C 2.334 -0.288 3.561 -0.421
H 2.420 -1.200 2.969 0.237
H 1.815 -0.536 4.489 0.219
H 4.296 -0.444 4.412 0.211
H 3.588 1.174 4.505 0.208
H 4.552 -0.182 1.952 0.190
H 3.459 2.616 2.471 0.211
H 4.085 2.038 0.920 0.208
H 2.311 0.298 0.851 0.209
H 1.609 1.923 0.996 0.212
O 1.201 1.848 3.603 -0.497
C -0.113 1.935 3.875 0.761
O -0.593 2.783 4.575 -0.569
H -2.790 1.504 2.749 0.232
H -2.597 -0.264 2.772 0.223
H -2.584 0.677 4.282 0.245
```

Entry from the Open Molecules 2025 dataset: a 4-piece molecular cluster, C2H12O3S overall (wB97M-V/def2-TZVPD).

The calculation puts the LUMO energy (spin up / spin down) at 2.67 / 2.62 eV. The value obtained for the energy above the lowest of the compared OMol25 structures with the same formula, charge and spin is 56.11 kJ/mol. The HOMO energy (spin up / spin down) comes out at 0.84 / -5.74 eV. The spin multiplicity is 2. Its net charge is -1. The total energy comes out at -707.24985 Eh. For the HOMO-LUMO gap (spin up / spin down), the calculation gives 1.83 / 8.36 eV.

Structure (XYZ):
```
18
Properties=species:S:1:pos:R:3:lowdin_spin:R:1
C -1.118 -0.359 1.388 0.039
C -0.190 0.598 0.673 0.053
S 1.520 -0.003 0.442 0.203
H -2.123 0.039 1.480 0.003
H -0.761 -0.690 2.360 0.002
H -1.298 -1.259 0.785 0.008
H -0.553 0.899 -0.306 0.025
H -0.076 1.511 1.270 0.004
H 1.970 -0.073 1.721 0.012
H 1.051 -2.807 -3.252 0.115
H -0.285 -1.983 -3.666 0.112
O 0.076 -2.839 -3.390 0.257
H 1.216 6.141 2.127 0.003
H 1.444 6.100 0.601 0.005
O 0.779 5.974 1.299 0.022
H -0.561 -3.167 -1.749 0.029
H -0.425 -4.501 -0.927 0.019
O -0.668 -3.581 -0.858 0.088
```

Entry from the Open Molecules 2025 dataset: C20H28BeNO2Se as an isolated structure (wB97M-V/def2-TZVPD).

The calculation puts the LUMO energy at 2.17 eV. The value obtained for the energy above the lowest of the compared OMol25 structures with the same formula, charge and spin is 0.00 kJ/mol. The HOMO energy comes out at -4.09 eV. Its net charge is -1. The total energy comes out at -3400.30608 Eh. For the HOMO-LUMO gap, the calculation gives 6.25 eV.

Structure (XYZ):
```
53
Properties=species:S:1:pos:R:3:nbo_charge:R:1
O 0.567 0.175 -3.532 -0.536
C 0.550 1.454 -4.250 -0.064
C 0.390 0.826 -5.622 -0.466
H 1.496 1.995 -4.106 0.181
H -0.309 2.082 -3.981 0.181
C 0.489 -0.494 -4.817 0.270
H 1.187 1.015 -6.344 0.206
H -0.605 0.955 -6.059 0.202
C 1.713 -1.310 -5.163 -0.624
H 2.630 -0.718 -5.084 0.215
H 1.610 -1.660 -6.196 0.204
H 1.777 -2.197 -4.524 0.218
C -0.769 -1.297 -5.025 -0.623
H -1.659 -0.697 -4.796 0.213
H -0.765 -2.215 -4.428 0.215
H -0.804 -1.577 -6.086 0.205
Be 0.126 -0.489 4.477 1.632
C -1.829 -0.534 4.191 -0.679
C -1.787 0.923 4.287 -0.325
C -1.835 1.454 2.986 -0.322
H -1.825 1.523 5.207 0.222
C -2.016 0.374 2.062 -0.335
C -2.051 -0.831 2.784 -0.238
H -2.245 -1.827 2.371 0.202
H -2.078 -1.212 5.018 0.241
H -1.805 2.511 2.696 0.194
H -2.171 0.475 0.992 0.185
C 1.211 -2.128 4.413 -0.527
C 0.528 -2.834 3.361 -0.269
C 0.749 -2.129 2.150 -0.311
H -0.026 -3.770 3.464 0.204
C 1.529 -0.983 2.407 -0.256
C 1.844 -0.948 3.811 -0.599
H 2.644 -0.345 4.250 0.241
H 1.451 -2.520 5.411 0.235
H 0.440 -2.464 1.156 0.204
H 1.902 -0.313 1.640 0.232
O 0.970 0.385 -0.377 -0.539
C -0.335 0.025 -0.887 -0.077
C -1.093 1.303 -1.346 -0.438
H -0.903 -0.481 -0.077 0.189
H -0.184 -0.709 -1.688 0.191
C -0.076 2.456 -1.132 -0.432
H -1.940 1.449 -0.654 0.212
H -1.458 1.195 -2.369 0.205
C 0.925 1.830 -0.146 -0.080
H -0.562 3.388 -0.765 0.212
H 0.443 2.713 -2.069 0.190
H 0.561 2.018 0.890 0.186
H 1.957 2.202 -0.240 0.182
Se 0.627 1.373 8.615 -0.250
C 0.465 0.573 7.084 0.162
N 0.346 0.010 6.040 -0.844
```

Entry from the Open Molecules 2025 dataset: one molecule with the formula CH2N4O (wB97M-V/def2-TZVPD).

The calculation puts the LUMO energy at -0.32 eV. The value obtained for the energy above the lowest of the compared OMol25 structures with the same formula, charge and spin is 249.59 kJ/mol. The SMILES is [H]/N=c1/nn[nH]o1. The HOMO energy comes out at -9.85 eV. Its net charge is 0. The total energy comes out at -333.45274 Eh. For the HOMO-LUMO gap, the calculation gives 9.53 eV.

Structure (XYZ):
```
8
Properties=species:S:1:pos:R:3:nbo_charge:R:1
C 0.672 -0.294 -0.086 0.565
H 2.433 0.599 0.091 0.368
H -1.951 0.976 0.416 0.385
N 1.947 -0.364 -0.078 -0.662
N -0.248 -1.332 -0.059 -0.238
N -1.435 -0.924 -0.035 0.078
N -1.379 0.420 -0.182 -0.158
O -0.038 0.919 -0.067 -0.338
```